Entry 1:
The following is a DFT calculation (wB97M-V/def2-TZVPD) of the molecule C21H16N4O2.

Computed properties:
Energy above the lowest of the compared OMol25 structures with the same formula, charge and spin   0.0 kcal per mole
Frontier orbital gap   8.084 eV
HOMO   -8.34 eV
Maximum force   0.8 eV/A

Each line ends with the natural charge from an NBO analysis.
Geometry (Å):
1 C -7.450 -1.629 0.353  -0.26
2 O -6.291 -0.975 -0.141  -0.50
3 C -5.126 -1.375 0.388  0.78
4 O -5.046 -2.232 1.234  -0.59
5 C -3.962 -0.648 -0.178  -0.15
6 C -4.105 0.319 -1.169  -0.18
7 C -2.977 0.945 -1.670  -0.20
8 C -1.719 0.630 -1.190  -0.25
9 C -1.571 -0.317 -0.175  0.23
10 N -0.327 -0.679 0.334  -0.61
11 C 0.865 -0.015 0.263  0.47
12 N 1.923 -0.796 0.193  -0.52
13 C 3.137 -0.231 0.073  0.42
14 C 4.282 -1.141 -0.003  -0.15
15 C 5.581 -0.650 -0.128  -0.12
16 C 6.629 -1.549 -0.192  -0.27
17 C 6.341 -2.905 -0.127  0.05
18 N 5.113 -3.383 -0.008  -0.42
19 C 4.113 -2.525 0.051  0.07
20 N 3.368 1.057 -0.010  -0.50
21 C 2.322 1.890 0.154  0.28
22 C 2.556 3.280 0.176  -0.23
23 C 1.531 4.145 0.442  -0.18
24 C 0.244 3.661 0.714  -0.23
25 C -0.022 2.318 0.669  -0.16
26 C 0.999 1.407 0.349  -0.21
27 C -2.702 -0.965 0.312  -0.21
28 H -7.393 -2.701 0.156  0.19
29 H -8.295 -1.187 -0.169  0.20
30 H -7.541 -1.476 1.430  0.19
31 H -5.085 0.563 -1.543  0.23
32 H -3.074 1.681 -2.454  0.22
33 H -0.847 1.111 -1.606  0.23
34 H -0.213 -1.663 0.545  0.42
35 H 5.738 0.417 -0.173  0.24
36 H 7.649 -1.208 -0.290  0.22
37 H 7.127 -3.648 -0.171  0.19
38 H 3.122 -2.947 0.146  0.21
39 H 3.563 3.625 0.002  0.23
40 H 1.712 5.209 0.467  0.22
41 H -0.543 4.357 0.966  0.22
42 H -1.011 1.953 0.901  0.22
43 H -2.617 -1.721 1.079  0.24

Atoms 1-6, force components in eV/Å:
C -0.22 -0.29 0.25
O 0.27 0.25 -0.21
C -0.17 -0.24 0.22
O -0.02 0.09 -0.09
C 0.27 0.18 -0.23
C -0.08 -0.12 0.12

=====

Entry 2:
The following is a DFT calculation (wB97M-V/def2-TZVPD) of the molecule C21H16N4O3 in a non-equilibrium geometry.

Computed properties:
Energy above the lowest of the compared OMol25 structures with the same formula, charge and spin   30.2 kcal per mole
Frontier orbital gap   8.334 eV
HOMO   -8.71 eV
Maximum force   6.4 eV/A

Each line ends with the natural charge from an NBO analysis.
Geometry (Å):
1 O 5.195 2.244 5.022  -0.57
2 C 4.467 2.390 4.059  0.78
3 O 4.147 3.581 3.518  -0.66
4 C 4.188 1.137 3.183  -0.34
5 N 2.874 1.063 2.581  -0.62
6 C 2.247 1.736 1.521  0.65
7 O 2.780 2.743 1.075  -0.62
8 C 1.126 1.096 0.868  0.10
9 N 1.265 -0.271 0.830  -0.42
10 C 0.318 -1.035 0.214  0.18
11 C 0.413 -2.522 0.126  -0.05
12 C 1.689 -3.059 -0.294  -0.18
13 C 1.922 -4.447 -0.279  -0.22
14 C 0.882 -5.281 0.070  -0.19
15 C -0.458 -4.796 0.389  -0.22
16 C -0.714 -3.420 0.386  -0.21
17 C -0.722 -0.397 -0.508  -0.25
18 C -0.797 0.994 -0.422  0.14
19 C -0.030 1.751 0.391  0.12
20 N -0.371 3.019 0.411  -0.42
21 C -1.412 3.093 -0.406  0.23
22 N -1.716 1.856 -0.981  -0.37
23 C -2.763 1.486 -1.744  0.14
24 C -4.049 1.984 -1.545  -0.22
25 C -5.005 1.693 -2.604  -0.20
26 C -4.694 0.947 -3.597  -0.22
27 C -3.404 0.348 -3.736  -0.18
28 C -2.396 0.696 -2.895  -0.23
29 H 3.928 3.414 2.625  0.50
30 H 4.910 1.134 2.385  0.22
31 H 4.412 0.309 3.870  0.25
32 H 2.303 0.235 2.762  0.41
33 H 2.469 -2.445 -0.628  0.22
34 H 2.790 -4.913 -0.688  0.22
35 H 0.969 -6.356 -0.008  0.21
36 H -1.247 -5.572 0.386  0.22
37 H -1.691 -2.878 0.504  0.22
38 H -1.626 -0.888 -0.919  0.24
39 H -1.897 3.999 -0.608  0.21
40 H -4.267 2.725 -0.774  0.23
41 H -6.068 1.989 -2.500  0.22
42 H -5.360 0.609 -4.358  0.22
43 H -3.236 -0.319 -4.590  0.22
44 H -1.372 0.327 -3.093  0.24

Atoms 1-6, force components in eV/Å:
O -1.44 0.71 -0.62
C 2.09 -0.69 -0.30
O 0.68 -0.34 2.56
C -0.57 1.09 0.39
N -3.26 -1.28 -0.60
C 4.42 0.98 1.64

=====

Entry 3:
The following is a DFT calculation (wB97M-V/def2-TZVPD) of a structure of composition C21H17AsClF12N3O4PtS2.

Computed properties:
Energy above the lowest of the compared OMol25 structures with the same formula, charge and spin   44.7 kcal per mole
Frontier orbital gap (spin up / spin down)   7.344 / 4.354 eV
2S+1   6
Total charge   +1
HOMO (spin up / spin down)   -11.46 / -12.07 eV
Maximum force   0.2 eV/A

Each line ends with the Löwdin spin population.
Geometry (Å):
1 Pt 0.434 -0.679 0.099  1.86
2 C 0.559 1.122 -2.885  0.03
3 N -0.244 0.301 -1.948  0.38
4 C -1.446 0.037 -2.319  -0.01
5 C -2.290 -0.627 -1.392  0.28
6 C -3.676 -0.974 -1.439  0.05
7 C -3.953 -1.521 -0.227  0.15
8 C -2.715 -1.503 0.530  0.26
9 N -1.741 -0.971 -0.183  0.13
10 C 0.124 2.563 -2.743  0.02
11 C -0.577 3.173 -3.776  0.00
12 C -1.007 4.488 -3.652  0.00
13 C -0.746 5.195 -2.489  0.00
14 C -0.042 4.590 -1.455  0.00
15 C 0.394 3.281 -1.581  0.00
16 H 0.328 0.776 -3.895  0.01
17 H 1.611 0.968 -2.686  0.00
18 H -1.825 0.353 -3.289  0.00
19 H -4.337 -0.818 -2.275  0.00
20 H -4.890 -1.914 0.133  0.01
21 H -2.552 -1.873 1.530  0.01
22 H -0.773 2.628 -4.693  0.00
23 H -1.534 4.960 -4.470  0.00
24 H -1.074 6.221 -2.395  0.00
25 H 0.193 5.149 -0.559  0.00
26 H 0.996 2.837 -0.802  0.00
27 F -1.837 -4.307 -0.020  0.00
28 C -0.507 -4.384 -0.033  0.00
29 F -0.057 -3.619 -1.036  0.01
30 F -0.127 -5.626 -0.222  0.00
31 S 0.145 -3.732 1.561  0.01
32 O -0.288 -2.312 1.538  0.12
33 O -0.464 -4.502 2.586  0.02
34 N 1.668 -3.915 1.404  0.00
35 S 2.757 -2.786 1.339  0.01
36 O 2.155 -1.445 1.193  0.10
37 O 3.749 -2.894 2.342  0.02
38 C 3.552 -3.099 -0.300  0.00
39 F 3.777 -4.390 -0.453  0.00
40 F 4.674 -2.421 -0.366  0.00
41 F 2.713 -2.684 -1.255  0.00
42 F 2.140 0.379 -0.704  0.12
43 As 3.823 1.382 -0.437  0.00
44 F 3.298 2.239 -1.831  0.00
45 F 4.481 0.168 -1.443  0.01
46 F 5.236 2.285 -0.250  0.00
47 F 4.089 0.400 0.937  0.00
48 F 2.838 2.421 0.535  0.00
49 Cl 1.147 -0.792 4.146  0.16
50 C -0.394 -0.297 3.694  0.28
51 C -1.496 -0.726 4.442  0.00
52 C -2.735 -0.227 4.156  0.19
53 C -2.898 0.727 3.098  0.15
54 C -1.847 1.122 2.326  0.05
55 C -0.542 0.615 2.556  0.23
56 C 0.548 0.973 1.718  0.29
57 H -1.338 -1.422 5.254  0.00
58 H -3.594 -0.529 4.738  0.01
59 H -3.882 1.140 2.920  0.00
60 H -1.980 1.838 1.525  0.00
61 H 1.554 0.787 2.073  0.01
62 H 0.429 1.873 1.129  0.01

Atoms 1-6, force components in eV/Å:
Pt -0.17 -0.02 -0.16
C -0.11 -0.05 -0.04
N 0.13 -0.10 -0.03
C -0.07 0.01 0.09
C 0.01 0.03 -0.10
C 0.02 -0.02 0.04

=====

Entry 4:
The following is a DFT calculation (wB97M-V/def2-TZVPD) of a structure of composition C21H17ClCoN3O4STe in a non-equilibrium geometry.

Computed properties:
Energy above the lowest of the compared OMol25 structures with the same formula, charge and spin   27.2 kcal per mole
Frontier orbital gap (spin up / spin down)   7.769 / 5.808 eV
2S+1   5
HOMO (spin up / spin down)   -8.95 / -9.24 eV
Maximum force   3.7 eV/A

Each line ends with the Löwdin spin population.
Geometry (Å):
1 Co -5.471 -10.902 10.972  2.66
2 O -10.685 -11.056 13.197  0.00
3 C -10.712 -11.560 11.987  0.00
4 O -11.613 -12.253 11.526  0.00
5 C -9.486 -11.338 11.134  0.00
6 C -9.319 -11.691 9.832  0.01
7 Cl -10.142 -12.948 8.965  0.00
8 N -8.191 -10.994 9.319  0.00
9 N -7.481 -10.569 10.419  0.03
10 C -8.222 -10.798 11.515  0.02
11 C -7.524 -10.630 12.808  0.01
12 O -8.254 -10.524 13.814  0.02
13 O -6.246 -10.754 12.778  0.06
14 C -7.792 -10.500 8.082  0.01
15 C -8.512 -10.882 6.909  0.00
16 C -7.986 -10.622 5.625  0.00
17 C -6.861 -9.872 5.518  0.00
18 C -6.059 -9.506 6.638  0.00
19 C -6.566 -9.731 7.893  0.01
20 H -9.704 -10.720 13.508  0.00
21 H -9.493 -11.387 6.953  0.00
22 H -8.450 -10.960 4.754  0.00
23 H -6.507 -9.620 4.509  0.00
24 H -5.072 -9.074 6.495  0.00
25 H -6.068 -9.321 8.794  0.00
26 S -3.519 -10.159 10.805  0.12
27 C -3.225 -9.069 12.077  0.02
28 N -2.894 -8.265 12.852  0.04
29 C 0.070 -15.718 10.460  0.00
30 C -1.167 -15.013 10.283  0.01
31 C -1.546 -14.447 9.059  0.00
32 C -2.744 -13.879 8.752  0.01
33 C -3.160 -13.318 7.379  0.02
34 C -3.713 -13.856 9.788  0.06
35 Te -5.666 -13.108 9.594  0.79
36 C -3.427 -14.414 11.069  0.02
37 C -4.391 -14.499 12.235  0.03
38 C -2.169 -14.977 11.257  0.00
39 H -0.192 -16.843 10.531  0.00
40 H 0.565 -15.492 11.402  0.00
41 H 0.748 -15.527 9.641  0.00
42 H -0.894 -14.585 8.129  0.00
43 H -2.227 -13.197 6.797  0.00
44 H -3.709 -12.398 7.391  0.01
45 H -3.765 -14.074 6.893  0.00
46 H -4.632 -13.517 12.625  0.00
47 H -3.948 -15.047 13.074  0.00
48 H -5.331 -15.036 12.006  0.01
49 H -1.908 -15.462 12.229  0.00

Atoms 1-6, force components in eV/Å:
Co -1.99 -0.01 0.28
O 1.12 0.48 0.13
C -0.27 -1.84 -0.35
O 0.78 1.27 0.69
C 0.45 -0.19 1.58
C 0.19 0.59 -2.21